Molecular formula: C12H6Cl3FIrN19
Method: DFT, wB97M-V/def2-TZVPD

The calculation puts the relative energy (zero: lowest compared OMol25 entry of this formula, charge and spin) at 4.38 kcal per mole. Its charge is -2. As for the spin multiplicity: 1. The calculation puts the LUMO energy at 3.79 eV. Its maximum force is 0.75 eV/A. The value obtained for the molecular weight is 733.89 g/mol.

Atoms and positions in Å:
Ir 0.141 -0.032 0.155
Cl -2.566 4.815 1.468
Cl -3.962 2.262 1.897
Cl -1.752 2.981 3.633
F 0.775 0.717 -5.986
N -0.119 -0.217 2.291
N -1.746 -0.747 -0.172
N -1.368 -3.062 0.243
N -3.481 -2.073 -0.252
N 0.227 -0.018 4.449
N 2.036 -2.381 0.081
N -1.023 -0.470 4.217
N 0.755 -4.125 0.250
N -0.695 1.819 0.509
N -3.855 -0.802 -0.494
N 2.020 0.688 0.590
N -2.840 -0.012 -0.449
N -1.236 -0.595 2.954
N 0.758 -1.943 0.089
N 3.781 1.417 1.671
N 2.001 0.633 3.009
N 2.019 -3.661 0.169
N 3.966 1.538 0.340
N 2.940 1.116 -0.304
C -0.462 1.049 -2.587
C 2.574 0.893 1.786
C -0.345 1.233 -3.962
C 0.745 0.131 3.238
C 1.509 -0.299 -3.972
C 0.386 0.206 -1.861
C -2.408 3.087 1.985
C 0.645 0.550 -4.629
C 1.371 -0.461 -2.598
C 0.004 -3.040 0.201
C -2.175 -1.997 -0.058
C -1.467 2.410 1.110
H 2.573 0.813 3.814
H -1.806 -3.955 0.374
H 2.284 -0.815 -4.525
H -1.014 1.887 -4.508
H 2.078 -1.106 -2.090
H -1.266 1.567 -2.076

Molecular formula: C12H6F3N6O5
Method: DFT, wB97M-V/def2-TZVPD

Its charge is -1. As for the spin multiplicity: 1. The calculation puts the LUMO energy at 0.35 eV. Its maximum force is 2.75 eV/A. The value obtained for the molecular weight is 371.21 g/mol.

Atoms and positions in Å:
F -2.391 2.168 -4.203
F -1.155 0.873 -5.481
F -3.270 0.379 -5.129
O 1.403 3.610 2.981
O -1.111 -1.981 3.857
O 3.217 3.211 1.813
O -0.601 -2.155 -0.036
O -1.733 0.104 4.148
N 2.175 -0.876 1.764
N 3.785 0.458 1.055
N 3.131 -1.656 1.159
N 4.065 -0.835 0.747
N -0.946 -0.755 3.698
N 2.170 2.835 2.360
C -0.947 -1.489 -1.044
C -1.741 0.050 -3.326
C 2.604 0.444 1.703
C 0.574 1.042 2.929
C -2.142 0.863 -4.527
C -2.050 -1.310 -3.270
C -0.650 -0.066 -1.193
C 0.226 -0.326 2.970
C -1.031 0.660 -2.293
C 1.756 1.433 2.321
C 1.028 -1.292 2.379
C -1.681 -2.056 -2.180
H -0.781 1.716 -2.357
H -1.934 -3.115 -2.139
H -0.104 0.420 -0.384
H -2.589 -1.776 -4.092
H 0.799 -2.346 2.361
H -0.074 1.767 3.409

Molecular formula: C12H6NO5Sn
Method: DFT, wB97M-V/def2-TZVPD

Its charge is +1. As for the spin multiplicity: 1. The calculation puts the LUMO energy at -4.21 eV. Its maximum force is 7.52 eV/A. The value obtained for the molecular weight is 362.89 g/mol.

Atoms and positions in Å:
Sn -0.010 0.000 -0.106
O -0.269 3.443 -0.517
O 0.778 0.025 -5.670
O -0.202 -3.457 -0.446
O -3.318 -0.022 1.040
O 2.881 0.007 -2.011
N 0.919 0.031 1.986
C 1.085 -1.215 6.577
C 1.327 1.260 5.185
C 1.008 0.030 -4.551
C 1.020 -1.232 5.191
C 1.148 0.016 4.520
C -0.057 -2.360 -0.140
C 1.267 0.008 7.232
C 2.050 0.008 -1.206
C -0.103 2.356 -0.187
C -2.192 -0.013 0.818
C 1.387 1.235 6.570
C 1.049 0.027 3.146
H 0.867 -2.137 4.573
H 1.525 2.174 7.072
H 0.991 -2.157 7.083
H -0.801 -0.024 -1.613
H 1.398 2.172 4.561
H 1.318 0.004 8.312